[1]
Entry from OMol25: N2O3 in the gas phase (ωB97M-V/def2-TZVPD).

CARTESIAN COORDINATES (ANGSTROEM)
O -1.25 -0.57 1.53
N -0.27 -0.70 0.93
O -0.39 -0.39 -0.57
N 0.82 0.52 -0.48
O 1.09 1.14 -1.41

Properties
**SMILES**: O=NON=O
**Relative energy (zero: lowest compared OMol25 entry of this formula, charge and spin)**: 34.5 kJ/mol

These are the Mulliken partial charges, in e, on atoms 1 to 2: -0.2379, 0.4011

[2]
Entry from OMol25: 2 unconnected molecules or ions with the total composition N2O3S (ωB97M-V/def2-TZVPD).

CARTESIAN COORDINATES (ANGSTROEM)
N 1.47 -0.30 0.21
N 0.88 -1.12 -0.38
O 2.21 0.47 0.60
O -1.00 1.26 -0.79
O -1.70 -0.43 0.86
S -1.86 0.12 -0.51

Properties
**Relative energy (zero: lowest compared OMol25 entry of this formula, charge and spin)**: 206.0 kJ/mol

These are the Mulliken partial charges, in e, on atoms 1 to 2: 0.9005, -0.3667

In order of appearance, largest force on an atom = 0.030; 0.171 Eh/bohr.